[1]
Molecular formula: C53H41BrFN7O4PbS3
Method: DFT, the ωB97M-V functional and the def2-TZVPD basis

Calculated values
Energy relative to the best compared isomer or geometry (same formula, charge and spin), eV: 0.595
Electronic energy, hartree: -6789.99145
Orbital gap, eV: 6.210

Last column: Mulliken charge in e.
Positions of all 111 atoms, in Å:
Pb  -0.236  -0.513  0.654  2.102
Br  -2.030  1.673  7.654  -0.211
C  -1.746  0.544  6.143  -0.401
C  -2.840  -0.081  5.538  -0.488
C  -2.647  -0.852  4.424  -0.589
C  -1.372  -0.991  3.784  0.463
O  -1.275  -1.649  2.700  -1.014
C  -0.266  -0.356  4.468  0.108
C  1.090  -0.505  4.002  -0.691
N  1.420  -0.718  2.785  0.686
C  2.743  -1.005  2.445  -0.261
C  3.809  -0.249  2.876  0.012
C  5.126  -0.551  2.488  -1.153
C  5.397  -1.626  1.695  -0.715
C  4.344  -2.461  1.261  1.103
C  4.561  -3.623  0.491  -0.629
C  3.507  -4.436  0.189  -0.866
C  2.226  -4.048  0.617  -0.464
N  1.971  -2.943  1.262  -0.420
C  3.005  -2.148  1.616  0.277
C  -0.480  0.375  5.646  -0.447
H  -3.833  0.062  5.946  0.463
H  -3.488  -1.336  3.941  0.494
H  1.864  -0.499  4.784  0.540
H  3.625  0.605  3.517  0.437
H  5.934  0.077  2.840  0.393
H  6.411  -1.858  1.395  0.405
H  5.567  -3.860  0.165  0.448
H  3.642  -5.356  -0.364  0.398
H  1.375  -4.700  0.443  0.570
H  0.360  0.870  6.120  0.477
C  3.142  3.911  -5.241  -1.443
C  2.488  2.573  -5.592  -0.189
C  3.325  1.736  -6.556  -1.028
C  4.641  1.322  -5.907  -1.313
C  4.417  0.743  -4.534  1.194
C  5.351  -0.102  -3.974  -0.888
C  5.154  -0.602  -2.694  -0.007
F  6.079  -1.451  -2.186  -0.356
C  4.059  -0.267  -1.950  -0.547
C  3.077  0.554  -2.506  0.392
C  1.866  0.846  -1.707  0.690
O  1.839  0.519  -0.504  -0.652
C  0.817  1.496  -2.448  0.374
C  1.079  1.948  -3.703  -0.312
N  2.248  1.818  -4.362  0.117
C  3.253  1.054  -3.805  -0.608
C  -0.622  1.748  -1.962  -0.431
O  -1.343  2.381  -2.742  -0.808
O  -0.963  1.291  -0.836  0.107
H  3.407  4.458  -6.147  0.407
H  4.041  3.761  -4.643  0.355
H  2.451  4.517  -4.654  0.375
H  1.515  2.770  -6.044  0.499
H  3.515  2.315  -7.460  0.454
H  2.751  0.850  -6.835  0.329
H  5.293  2.197  -5.821  0.365
H  5.160  0.595  -6.532  0.464
H  6.234  -0.388  -4.532  0.516
H  3.918  -0.630  -0.946  0.721
H  0.285  2.464  -4.231  0.563
S  -0.167  5.140  5.614  -0.173
C  1.441  5.381  6.142  -0.335
C  2.321  4.596  5.466  -0.693
C  1.687  3.780  4.500  -0.276
C  0.329  3.952  4.450  0.429
C  -0.645  3.228  3.642  0.660
C  -0.230  2.272  2.696  -0.882
N  -1.046  1.488  2.039  0.528
C  -2.373  1.606  2.221  -0.850
C  -2.901  2.575  3.097  0.769
C  -4.315  2.684  3.272  -1.130
C  -5.158  1.871  2.602  -1.130
C  -4.661  0.877  1.702  1.083
C  -5.516  0.034  0.988  -0.919
C  -5.000  -0.926  0.142  0.751
C  -3.591  -1.026  0.074  -0.478
N  -2.774  -0.244  0.730  0.651
C  -3.272  0.721  1.525  -0.585
C  -5.871  -1.799  -0.643  0.551
C  -7.208  -1.675  -0.900  -0.688
C  -7.727  -2.703  -1.726  -0.588
C  -6.782  -3.608  -2.086  -0.471
S  -5.247  -3.213  -1.430  0.015
C  -2.006  3.381  3.810  -0.975
H  1.646  6.089  6.927  0.450
H  3.385  4.593  5.652  0.394
H  2.220  3.084  3.867  0.415
H  0.825  2.144  2.481  0.412
H  -4.697  3.433  3.954  0.444
H  -6.230  1.955  2.732  0.447
H  -6.588  0.130  1.112  0.389
H  -3.129  -1.789  -0.547  -0.062
H  -7.811  -0.862  -0.521  0.381
H  -8.759  -2.758  -2.038  0.403
H  -6.887  -4.484  -2.704  0.415
H  -2.394  4.108  4.514  0.426
C  -2.452  -1.443  -4.268  -0.844
N  -2.204  -2.735  -3.652  -0.085
C  -1.343  -2.926  -2.640  -0.401
S  -0.217  -1.762  -2.179  -0.024
N  -1.357  -4.134  -2.042  0.076
C  -1.999  -5.325  -2.559  -1.048
H  -2.737  -1.591  -5.308  0.353
H  -1.544  -0.850  -4.213  0.247
H  -3.241  -0.894  -3.747  0.260
H  -2.893  -3.448  -3.824  0.231
H  -0.646  -4.247  -1.344  0.160
H  -1.692  -5.530  -3.589  0.371
H  -3.087  -5.250  -2.516  0.187
H  -1.698  -6.171  -1.947  0.375

***

[2]
Molecular formula: C53H41N3O6P2PdS
Method: DFT, the ωB97M-V functional and the def2-TZVPD basis

Calculated values
Electronic energy, hartree: -3868.64067
Orbital gap (alpha / beta), eV: 6.321 / 6.122

Last column: Mulliken charge in e.
Positions of all 107 atoms, in Å:
Pd  0.007  0.172  -0.417  0.444
O  0.099  -2.123  1.503  -0.875
S  -0.791  -0.953  1.709  1.808
C  -0.617  -0.632  3.484  -0.056
C  -0.913  -1.640  4.367  0.083
C  -0.815  -1.477  5.759  -1.450
C  -0.410  -0.262  6.238  0.282
C  -0.237  0.256  7.637  -0.888
C  0.357  1.676  7.471  -0.894
C  0.502  1.860  5.989  0.061
C  1.071  2.849  5.239  -1.353
C  1.041  2.723  3.840  -0.204
C  0.432  1.677  3.172  0.858
P  0.453  1.779  1.337  1.022
C  2.293  1.808  1.277  2.155
C  2.841  0.531  1.381  -0.620
C  4.202  0.367  1.535  -0.821
C  5.025  1.481  1.585  -0.794
C  4.488  2.749  1.451  -0.989
C  3.123  2.919  1.290  -0.316
C  -0.136  3.459  0.930  0.372
C  -0.257  3.730  -0.432  -0.242
C  -0.766  4.937  -0.874  -0.877
C  -1.169  5.888  0.048  -0.729
C  -1.090  5.611  1.404  -0.759
C  -0.591  4.399  1.848  -1.204
C  -0.091  0.599  3.928  -1.935
C  -0.022  0.737  5.328  1.455
C  -2.415  -1.741  1.741  -1.034
C  -3.379  -1.376  2.652  0.280
C  -4.568  -2.109  2.818  -1.244
C  -4.756  -3.228  2.054  0.353
C  -5.860  -4.246  2.015  -0.818
C  -5.481  -5.205  0.861  -0.788
C  -4.185  -4.674  0.322  0.080
C  -3.395  -5.067  -0.723  -1.415
C  -2.260  -4.299  -1.028  0.332
C  -1.856  -3.196  -0.293  -0.096
P  -0.537  -2.137  -1.002  2.397
C  -1.011  -2.240  -2.766  0.646
C  -0.086  -2.445  -3.782  -0.374
C  -0.475  -2.343  -5.106  -0.714
C  -1.785  -2.028  -5.424  -0.631
C  -2.709  -1.808  -4.416  -0.777
C  -2.322  -1.904  -3.096  -0.307
C  1.063  -3.011  -0.949  0.925
C  2.198  -2.203  -0.993  -0.335
C  3.458  -2.772  -1.004  -0.932
C  3.594  -4.151  -0.965  -0.689
C  2.467  -4.954  -0.906  -0.778
C  1.201  -4.393  -0.900  -0.753
C  -2.632  -2.807  0.834  -2.143
C  -3.803  -3.549  1.071  1.513
H  -1.237  -2.590  3.973  0.700
H  -1.056  -2.301  6.411  0.451
H  0.423  -0.389  8.218  0.308
H  -1.200  0.286  8.152  0.297
H  1.319  1.776  7.975  0.299
H  -0.310  2.438  7.881  0.283
H  1.543  3.709  5.691  0.484
H  1.530  3.492  3.258  0.759
H  2.179  -0.336  1.354  0.354
H  4.616  -0.627  1.625  0.531
H  6.088  1.355  1.727  0.390
H  5.136  3.613  1.477  0.434
H  2.703  3.909  1.162  0.542
H  0.026  2.969  -1.146  0.401
H  -0.878  5.125  -1.933  0.497
H  -1.579  6.830  -0.286  0.399
H  -1.433  6.339  2.124  0.422
H  -0.579  4.178  2.905  0.581
H  -3.211  -0.508  3.271  0.696
H  -5.295  -1.799  3.552  0.485
H  -6.822  -3.767  1.832  0.304
H  -5.928  -4.772  2.970  0.277
H  -6.247  -5.217  0.084  0.273
H  -5.358  -6.230  1.213  0.293
H  -3.641  -5.920  -1.339  0.453
H  -1.688  -4.573  -1.905  0.721
H  0.944  -2.670  -3.540  0.400
H  0.251  -2.495  -5.893  0.429
H  -2.076  -1.925  -6.459  0.389
H  -3.724  -1.536  -4.663  0.424
H  -3.026  -1.690  -2.305  0.423
H  2.087  -1.114  -1.024  0.016
H  4.330  -2.134  -1.038  0.564
H  4.578  -4.597  -0.964  0.393
H  2.578  -6.028  -0.863  0.428
H  0.334  -5.033  -0.849  0.357
C  3.608  3.851  -3.280  -1.185
N  2.563  2.854  -3.217  0.230
C  1.542  2.863  -4.100  -0.190
C  0.512  1.995  -4.006  -1.266
C  0.466  1.140  -2.846  0.456
O  -0.516  0.414  -2.581  -0.285
N  1.502  1.144  -1.982  0.342
C  2.595  1.917  -2.146  -0.031
O  3.581  1.871  -1.438  -0.729
H  3.964  3.971  -4.304  0.409
H  4.415  3.506  -2.635  0.312
H  3.244  4.813  -2.908  0.325
H  1.589  3.622  -4.870  0.405
H  -0.309  1.984  -4.702  0.530
O  -2.325  1.280  -0.262  -0.464
N  -2.716  1.489  0.885  0.582
O  -3.863  1.766  1.131  -0.796
O  -1.886  1.384  1.833  -0.334